# 1
27
Properties=species:S:1:pos:R:3 method="wB97M-V/def2-TZVPD" lumo_energy_ev=-0.674 max_force_ev_per_a=2.07 total_charge=0
O -5.49 -2.49 0.97
C -4.83 -1.66 0.43
Br -5.12 0.25 0.62
C -3.67 -2.08 -0.49
N -2.47 -2.32 0.30
C -1.27 -1.77 0.06
N -0.20 -2.06 0.79
C 0.78 -1.34 0.20
N 0.33 -0.66 -0.80
N -1.00 -0.90 -0.92
H -3.51 -1.35 -1.28
H -3.91 -3.02 -0.99
H -2.57 -2.94 1.08
H 1.82 -1.31 0.50
H 0.85 0.01 -1.43
H -1.59 -0.47 -1.62
C 1.70 2.61 0.36
C 2.79 1.54 0.14
C 4.16 2.23 0.21
O 2.64 0.99 -1.10
H 1.74 3.38 -0.42
H 0.70 2.16 0.34
H 1.82 3.11 1.33
H 2.74 0.87 1.03
H 4.27 2.99 -0.57
H 4.97 1.51 0.08
H 4.31 2.73 1.18


# 2
17
Properties=species:S:1:pos:R:3 method="wB97M-V/def2-TZVPD" lumo_energy_ev=4.092 max_force_ev_per_a=0.69 total_charge=-1 de_lowest_kcal_mol=1.0 smiles=[O-]C[C@H]1CCCN1
O -1.70 -0.95 0.96
C -0.47 -1.48 0.94
C 0.59 -0.65 0.15
C 0.03 -0.35 -1.26
C 0.28 1.15 -1.47
C 0.20 1.66 -0.02
N 0.92 0.66 0.77
H -0.03 -1.63 1.95
H -0.39 -2.48 0.42
H 1.50 -1.27 0.13
H 0.44 -0.97 -2.05
H -1.05 -0.49 -1.14
H 1.26 1.37 -1.93
H -0.46 1.59 -2.14
H 0.60 2.65 0.14
H -0.85 1.67 0.27
H 1.90 0.82 0.53


# 3
129
Properties=species:S:1:pos:R:3 method="wB97M-V/def2-TZVPD" lumo_energy_ev=-0.385 max_force_ev_per_a=5.70 total_charge=0 smiles="CCCCCCCCCc1c(O)cc(C)c2c1Nc1c(cc(CC(=O)I)c(F)c1CCC(F)(F)C(F)(F)C(F)(F)C(F)(F)C(F)(F)C(F)(F)F)S2.COCCOCCOC.COCCOCCOC"
C 3.05 1.17 -1.25
C 3.59 0.12 -0.14
C 2.33 -0.70 0.44
C 1.97 -0.37 1.96
C 1.59 1.21 2.20
C 0.02 1.47 2.31
C -0.82 1.09 0.99
C -2.07 2.10 0.78
C -3.28 1.72 1.76
C -4.54 2.70 1.68
C -4.75 3.74 2.82
O -3.76 3.79 3.87
C -5.96 4.70 2.78
C -6.93 4.59 1.58
C -8.18 5.63 1.52
C -6.73 3.56 0.44
C -5.52 2.59 0.46
N -5.17 1.58 -0.55
C -6.33 0.90 -1.15
C -7.70 1.60 -1.45
C -8.93 0.92 -2.07
C -8.84 -0.58 -2.47
C -10.14 -1.29 -3.08
C -11.25 -1.64 -1.95
O -11.99 -0.77 -1.42
I -11.61 -3.71 -1.28
C -7.49 -1.28 -2.23
F -7.42 -2.66 -2.65
C -6.23 -0.60 -1.59
C -4.96 -1.53 -1.39
C -3.54 -0.82 -1.63
C -2.48 -1.73 -2.41
F -2.62 -3.06 -1.85
F -1.18 -1.30 -2.01
C -2.69 -1.89 -3.97
F -3.80 -2.77 -4.23
F -1.55 -2.58 -4.50
C -2.97 -0.56 -4.81
F -3.15 -0.99 -6.17
F -4.24 0.06 -4.50
C -1.88 0.60 -4.69
F -2.35 1.68 -5.52
F -1.76 1.16 -3.39
C -0.41 0.25 -5.20
F -0.32 -0.66 -6.27
F 0.46 -0.26 -4.17
C 0.35 1.61 -5.71
F 1.75 1.27 -5.70
F 0.05 1.92 -7.05
F 0.22 2.69 -4.82
S -7.88 3.41 -1.02
H 2.40 1.98 -0.77
H 2.45 0.54 -2.01
H 3.96 1.64 -1.75
H 4.42 -0.55 -0.57
H 4.05 0.75 0.71
H 1.41 -0.49 -0.20
H 2.56 -1.83 0.38
H 1.08 -0.99 2.32
H 2.89 -0.59 2.62
H 2.07 1.48 3.22
H 2.13 1.84 1.42
H -0.12 2.61 2.49
H -0.44 0.88 3.19
H -0.08 1.12 0.11
H -1.17 -0.01 1.05
H -2.44 2.03 -0.29
H -1.73 3.17 0.99
H -2.96 1.57 2.86
H -3.66 0.68 1.41
H -4.05 4.41 4.56
H -6.07 5.48 3.62
H -8.80 5.50 0.56
H -7.69 6.67 1.42
H -8.79 5.53 2.47
H -4.56 1.97 -1.29
H -9.92 1.49 -2.23
H -9.90 -2.30 -3.58
H -10.68 -0.66 -3.86
H -5.06 -2.43 -2.09
H -4.98 -1.96 -0.32
H -3.09 -0.64 -0.58
H -3.69 0.22 -2.07
C 6.93 1.14 8.44
O 5.53 0.95 8.44
C 4.84 1.97 7.72
C 3.63 1.39 6.99
O 3.95 0.60 5.85
C 4.59 -0.66 6.09
C 3.68 -1.70 6.75
O 3.47 -1.39 8.12
C 2.16 -1.70 8.56
H 7.20 1.97 9.11
H 7.39 0.22 8.81
H 7.31 1.33 7.44
H 5.49 2.46 6.99
H 4.50 2.71 8.45
H 3.04 2.23 6.61
H 2.97 0.84 7.67
H 5.52 -0.52 6.64
H 4.86 -1.03 5.10
H 4.17 -2.68 6.70
H 2.73 -1.75 6.20
H 1.41 -1.28 7.89
H 2.02 -1.25 9.55
H 2.04 -2.78 8.64
C 9.70 -4.03 -4.13
O 8.29 -4.09 -4.11
C 7.74 -4.05 -2.79
C 6.43 -3.27 -2.76
O 6.59 -1.86 -2.89
C 7.01 -1.37 -4.16
C 5.97 -1.51 -5.27
O 5.86 -2.87 -5.68
C 4.53 -3.23 -6.00
H 10.12 -4.99 -3.80
H 10.01 -3.84 -5.15
H 10.07 -3.21 -3.50
H 8.45 -3.60 -2.08
H 7.56 -5.09 -2.49
H 5.98 -3.43 -1.78
H 5.72 -3.65 -3.49
H 7.97 -1.80 -4.45
H 7.19 -0.30 -4.01
H 6.28 -0.92 -6.14
H 5.01 -1.12 -4.91
H 3.83 -2.95 -5.20
H 4.49 -4.32 -6.11
H 4.22 -2.78 -6.95